DFT (ωB97M-V/def2-TZVPD) results for 7 unconnected molecules or ions with the total composition C42H99O22P in a non-equilibrium geometry.

## Properties
calculated total energy	-99477.813	eV
ΔE to the lowest compared entry with this formula, charge and spin	7.769	eV
structure (SMILES)	CCOP(=O)(OCC)OCC.COCCOCCOC.COCCOCCOC.COCCOCCOC.COCCOCCOC.COCCOCCOC.COCCOCCOC
HOMO energy	-9.0	eV

ORCA input file:
```
! wB97M-V def2-TZVPD RIJCOSX def2/J DEFGRID3
* xyz 0 1
C -14.68861 -18.09192 3.60657
C -13.45133 -18.80675 4.27187
O -13.82635 -19.59876 5.38006
P -14.05573 -19.16950 6.88918
O -12.95609 -18.36959 7.48883
O -15.51887 -18.50877 6.90486
C -15.85089 -17.55030 7.97775
C -16.32074 -16.19818 7.34668
O -14.40399 -20.57793 7.57682
C -13.30088 -21.26460 8.14673
C -13.77914 -22.68297 8.55939
H -15.02542 -17.15629 4.05297
H -14.45479 -17.96340 2.54974
H -15.51730 -18.74176 3.88777
H -13.09832 -19.42832 3.44899
H -12.78033 -17.98091 4.50817
H -16.55402 -18.00376 8.67638
H -14.99913 -17.36964 8.63346
H -15.43825 -15.67520 6.97818
H -17.04458 -16.48573 6.58414
H -16.79924 -15.49320 8.02650
H -12.42788 -21.23275 7.49485
H -12.90866 -20.88462 9.09007
H -14.00458 -23.32997 7.71165
H -13.11413 -23.18551 9.26176
H -14.68737 -22.61378 9.15808
C -26.82832 -9.87885 3.63223
O -25.51746 -10.14854 3.70740
C -24.91105 -9.81301 5.01453
C -25.27724 -10.77290 6.11544
O -25.26306 -10.03540 7.33637
C -25.35372 -10.74439 8.54563
C -24.19086 -11.76087 8.86441
O -23.02776 -11.07533 9.19536
C -22.25079 -10.78261 8.08510
H -27.53553 -10.37380 4.29779
H -27.21277 -10.01201 2.62101
H -27.01606 -8.81814 3.79887
H -25.16515 -8.79094 5.29545
H -23.82420 -9.84018 4.93622
H -24.58613 -11.61361 6.05473
H -26.25453 -11.07701 5.74058
H -26.33724 -11.20225 8.44008
H -25.35050 -9.96576 9.30840
H -23.86241 -12.45494 8.09078
H -24.56355 -12.36152 9.69410
H -22.19903 -11.30464 7.12964
H -21.25481 -11.13341 8.35536
H -22.16420 -9.69608 8.07777
C -13.64041 -4.66883 -2.65362
O -14.83452 -5.13598 -2.06518
C -14.74702 -6.01341 -0.96837
C -16.10818 -6.04690 -0.30033
O -16.50742 -7.30633 0.25120
C -17.90230 -7.30264 0.60643
C -18.36151 -8.36964 1.51898
O -19.76436 -8.50536 1.67128
C -20.44613 -9.05137 0.61765
H -12.87404 -5.39914 -2.91330
H -13.18740 -3.77590 -2.22287
H -14.05216 -4.38326 -3.62161
H -13.93643 -5.60615 -0.36406
H -14.24105 -6.95288 -1.19083
H -16.77205 -5.82655 -1.13628
H -16.17726 -5.39748 0.57236
H -18.38175 -7.38454 -0.36902
H -18.14787 -6.32984 1.03240
H -18.00746 -8.14293 2.52464
H -17.91851 -9.32625 1.24197
H -20.95627 -8.17834 0.21060
H -21.26112 -9.60657 1.08201
H -19.91471 -9.69154 -0.08654
C -17.20487 -12.78162 8.09462
O -17.67657 -13.49877 9.16579
C -17.32675 -12.88998 10.47465
C -18.38951 -11.74605 10.74529
O -17.80218 -10.61512 10.36861
C -18.77185 -9.58148 10.07905
C -19.31946 -8.95659 11.34626
O -20.63211 -8.57362 11.09978
C -21.26132 -7.70447 12.02444
H -17.54261 -13.29894 7.19662
H -16.11638 -12.80634 8.04300
H -17.66935 -11.79560 8.08239
H -16.35691 -12.39267 10.46048
H -17.36789 -13.69574 11.20756
H -18.82766 -11.68214 11.74130
H -19.31522 -11.91260 10.19446
H -19.60302 -9.76384 9.39788
H -18.12096 -8.81016 9.66731
H -18.78708 -8.05925 11.66162
H -19.16867 -9.63407 12.18673
H -22.25055 -7.44953 11.64429
H -20.74371 -6.76264 12.20647
H -21.41144 -8.18621 12.99061
C -21.87102 -12.34399 4.17557
O -20.58841 -11.92258 4.58690
C -20.30837 -10.68095 4.00729
C -19.43179 -9.87997 5.10162
O -18.00756 -10.01217 4.81043
C -17.62606 -11.44352 4.55853
C -16.11082 -11.32698 4.51062
O -15.50851 -12.40946 5.24884
C -15.04693 -13.62288 4.66946
H -22.09775 -13.35174 4.52358
H -21.93686 -12.44746 3.09249
H -22.57394 -11.61935 4.58655
H -21.17919 -10.07104 3.76693
H -19.75159 -10.82800 3.08183
H -19.67535 -10.38738 6.03507
H -19.82894 -8.86495 5.11257
H -17.99075 -11.95002 3.66490
H -17.91169 -12.00319 5.44920
H -15.74508 -10.35619 4.84516
H -15.70907 -11.30602 3.49757
H -15.98035 -14.12728 4.41964
H -14.38072 -14.13741 5.36194
H -14.42585 -13.48849 3.78387
C -21.99066 -16.72612 4.68168
O -21.34120 -17.48177 3.60714
C -20.76138 -18.71497 4.11779
C -20.34043 -19.40412 2.85779
O -19.10380 -20.07691 3.03795
C -18.28460 -20.02875 1.80382
C -17.41958 -21.22237 1.72872
O -17.97648 -22.37267 1.11808
C -19.01645 -23.03951 1.85764
H -21.24612 -16.40659 5.41083
H -22.56947 -17.39788 5.31557
H -22.58058 -15.83858 4.45285
H -21.34065 -19.39523 4.74213
H -19.86803 -18.33651 4.61455
H -20.25827 -18.72446 2.00962
H -21.13637 -19.99065 2.39891
H -17.55965 -19.22438 1.92851
H -18.90175 -19.75565 0.94787
H -17.01992 -21.23428 2.74275
H -16.54825 -21.08470 1.08845
H -19.22137 -24.09229 1.66336
H -19.91825 -22.56241 1.47390
H -19.14946 -22.69826 2.88426
C -14.20828 -14.57707 9.70295
O -13.91173 -13.35922 10.38005
C -12.63114 -13.40447 11.04892
C -11.35093 -13.34661 10.11786
O -11.27891 -14.36866 9.06829
C -10.23639 -14.22665 8.16205
C -10.32027 -15.26291 6.87848
O -10.52179 -14.71222 5.55788
C -11.72294 -13.95930 5.42347
H -15.06724 -15.00406 10.22059
H -13.37711 -15.24475 9.92979
H -14.53327 -14.65523 8.66546
H -12.73223 -14.22707 11.75690
H -12.55234 -12.46625 11.59813
H -10.48825 -13.40995 10.78108
H -11.24533 -12.46118 9.49100
H -9.26267 -14.28167 8.64883
H -10.28367 -13.21311 7.76380
H -11.06221 -16.05015 7.01216
H -9.44439 -15.89234 6.72112
H -12.51710 -14.68500 5.24812
H -11.78165 -13.36737 4.51008
H -12.08130 -13.36295 6.26255
*
```